{"formula": "C2H2O3S", "method": "ωB97M-V with the def2-TZVPD basis set", "species": ["C", "C", "O", "O", "O", "S", "H", "H"], "coordinates": [[1.5454, -0.0704, -0.8266], [1.3507, 1.0377, -0.1853], [-2.5678, -0.1314, -0.1890], [1.7784, -1.0891, -1.3604], [-2.2088, -2.0814, 1.1985], [-2.8036, -0.7576, 1.1329], [1.3627, 1.0908, 0.8999], [1.5432, 2.0013, -0.6701]], "forces_ev_per_a": [[0.9, -2.1, -0.7], [0.3, 1.7, 0.5], [-0.9, -0.5, 2.9], [-0.7, 1.5, 0.6], [-0.8, 1.1, 0.8], [1.8, -0.6, -3.7], [-0.2, -0.4, -0.2], [-0.3, -0.6, -0.1]], "fmax_ha_per_bohr": 0.081, "spin_multiplicity": 1, "total_energy_ha": -701.2595, "total_charge": 0, "gap_ev": 7.8595, "de_lowest_kj_mol": 212.6}

***

{"formula": "C2H2O4S2", "method": "ωB97M-V with the def2-TZVPD basis set", "species": ["C", "C", "O", "O", "O", "O", "S", "S", "H", "H"], "coordinates": [[-1.3240, -1.3070, -0.3663], [0.0174, -0.1136, -0.0774], [2.5438, 0.0673, -0.4842], [-1.1201, -2.0535, -1.2803], [1.8129, -1.0184, 1.5635], [1.7056, -2.3111, -0.5519], [-2.7203, -1.2104, 0.5731], [1.6846, -0.9757, 0.0797], [-0.3780, 0.3382, 0.8579], [0.1478, 0.5469, -1.0146]], "forces_ev_per_a": [[2.8, 2.1, -0.3], [-1.9, -2.2, -1.4], [0.7, -0.4, -0.7], [0.0, -0.8, -1.0], [0.3, -0.5, -0.9], [0.2, 1.6, 0.3], [-0.9, 0.4, 1.0], [-1.7, 0.6, 2.2], [1.1, 0.1, -0.7], [-0.6, -0.9, 1.6]], "fmax_ha_per_bohr": 0.068, "spin_multiplicity": 1, "smiles": "O=S(=O)([O-])CC([O-])=S", "total_energy_ha": -1174.7440, "total_charge": -2, "gap_ev": 6.1801, "de_lowest_kj_mol": 0.0}

***

{"formula": "C2H2OS", "method": "ωB97M-V with the def2-TZVPD basis set", "species": ["C", "C", "O", "S", "H", "H"], "coordinates": [[0.6640, 1.9690, -1.4881], [-0.3577, 0.4120, 0.5552], [0.7642, 2.0973, -2.6312], [-0.5628, 1.7852, -0.3872], [-0.0261, -0.4109, 0.0461], [-0.3617, 0.3669, 1.5809]], "forces_ev_per_a": [[2.1, 0.6, -1.5], [-0.6, 2.0, -2.0], [0.3, 0.0, -1.0], [-2.3, -1.1, 3.4], [0.7, -2.0, -1.1], [-0.2, 0.6, 2.1]], "fmax_ha_per_bohr": 0.083, "spin_multiplicity": 1, "total_energy_ha": -550.7020, "total_charge": 0, "gap_ev": [6.9356, 7.9098], "de_lowest_kj_mol": 226.5}

***

Q: Number 2 is which compound?
A: C2H2O4S2

***

Q: Which formula does entry 2 have?
A: C2H2O4S2